Record 1
Formula: C4H8O2
Source: OMol25
Level of theory: wB97M-V/def2-TZVPD

XYZ file:
```
14
Properties=species:S:1:pos:R:3:forces:R:3:lowdin_charge:R:1
C -1.7203 0.5141 0.1728 0.040 -0.032 -0.185 -0.1081
C -0.8341 -0.5261 -0.4996 0.049 0.124 0.200 -0.2446
C 0.4820 -0.7493 0.2545 -0.059 -0.067 -0.235 -0.1153
C 1.4434 0.4019 0.1032 -0.004 0.084 0.087 -0.5356
O 1.1884 1.5717 0.1989 -0.112 0.185 0.001 0.1028
O 2.6857 -0.0338 -0.1574 0.563 -0.384 -0.131 0.1007
H -1.1944 1.4610 0.2498 -0.045 0.077 0.046 0.0624
H -2.6291 0.6653 -0.4047 -0.126 0.034 0.004 0.0694
H -1.9982 0.1886 1.1731 -0.057 -0.010 0.124 0.0741
H -0.6128 -0.2125 -1.5218 -0.016 -0.085 -0.050 0.1134
H -1.3642 -1.4797 -0.5511 0.060 0.009 -0.070 0.1054
H 0.2714 -0.8651 1.3208 0.071 -0.031 0.022 0.1302
H 0.9840 -1.6508 -0.0982 -0.040 0.020 0.111 0.1161
H 3.2981 0.7147 -0.2403 -0.324 0.077 0.077 0.1290
```
Positions in Å, forces in eV/Å.

Results
LUMO	0.8175	eV
energy above the lowest of the compared OMol25 structures with the same formula, charge and spin	0.0048	eV
orbital gap	11.18	eV
net charge	0
HOMO energy	-10.361	eV
SMILES string	CCCC(=O)O

---

Record 2
Formula: C27H33Br2O4SbTi
Source: OMol25
Level of theory: wB97M-V/def2-TZVPD

XYZ file:
```
68
Properties=species:S:1:pos:R:3:forces:R:3:lowdin_charge:R:1
Ti 0.0678 -0.1641 0.8898 0.827 2.896 0.360 0.7119
C -1.0545 -1.1191 3.4998 -1.218 0.028 0.229 -0.0999
C -1.9106 -1.7807 2.4059 0.371 -0.527 0.778 -0.1087
O -1.7446 -1.0439 1.1880 -0.895 -0.255 1.092 -0.3634
C -2.9082 -0.5574 0.5186 -0.899 1.036 -0.752 -0.1317
C -3.0617 0.9541 0.7532 -0.217 -0.549 0.049 -0.1437
O -1.8497 1.6004 0.4448 -0.594 0.046 -0.550 -0.2374
C -0.8847 1.6868 1.4455 0.418 -0.638 0.177 -0.1968
C 1.7040 0.9697 1.3486 -0.113 0.777 -0.067 -0.1737
O 2.0199 -0.3919 1.1788 1.015 -0.397 -0.045 -0.3460
C 2.4752 -1.0758 2.3408 0.437 -0.804 0.982 -0.1064
C 1.2827 -1.5995 3.1712 0.940 -0.561 0.075 -0.1130
O 0.1889 -0.7115 2.9389 0.028 0.036 -0.661 -0.2377
H -0.8929 -1.7995 4.3436 -0.027 0.118 -0.184 0.1578
H -1.5454 -0.2104 3.8719 0.184 -0.218 -0.079 0.1470
H -2.9619 -1.8128 2.7105 0.198 0.018 -0.110 0.1576
H -1.5566 -2.8087 2.2202 -0.185 0.247 -0.038 0.1302
H -3.8098 -1.0869 0.8417 0.259 -0.126 -0.049 0.1492
H -2.7333 -0.7347 -0.5538 -0.141 -0.051 0.314 0.1360
H -3.3813 1.1710 1.7819 0.096 0.009 -0.105 0.1446
H -3.8179 1.3372 0.0623 0.019 -0.063 0.143 0.1512
H -1.3110 1.6519 2.4568 0.066 0.108 -0.075 0.0957
H -0.3155 2.6038 1.2832 -0.104 -0.213 0.141 0.0608
H 1.9197 1.3638 2.3441 -0.213 -0.173 -0.150 0.1190
H 2.1568 1.5610 0.5508 -0.122 -0.099 0.104 0.0589
H 3.1025 -0.3984 2.9346 -0.195 -0.120 -0.289 0.1528
H 3.0866 -1.9230 2.0064 -0.129 0.189 0.091 0.1502
H 1.5311 -1.5957 4.2408 -0.077 -0.027 -0.246 0.1595
H 1.0232 -2.6248 2.8622 -0.048 0.292 0.081 0.1200
Br 0.0932 0.5747 -1.6739 0.035 -0.139 -1.031 0.8446
C 0.5899 2.2921 -2.5314 0.237 0.560 0.448 -0.8502
Br 1.0613 3.5957 -1.2049 -0.047 -0.048 -0.377 0.7293
H -0.2658 2.6395 -3.1060 -0.040 -0.251 0.237 0.0300
H 1.4478 2.0786 -3.1647 -0.102 -0.158 0.199 0.0242
C 2.6304 -7.0352 0.6329 -0.020 0.007 -0.043 -0.0528
C 3.1494 -6.2238 -0.3618 0.089 -0.121 -0.001 -0.0542
C 2.6435 -4.9499 -0.5584 0.114 0.253 -0.136 -0.1212
C 1.6110 -4.4901 0.2410 -0.166 0.660 0.082 -0.3630
C 1.0964 -5.2953 1.2456 -0.133 0.168 0.161 -0.1436
C 1.6080 -6.5657 1.4421 -0.020 -0.071 0.104 -0.0640
Sb 0.5215 -2.7142 -0.3426 0.338 -1.941 -1.440 1.5793
C 1.7648 -2.2092 -2.0359 -0.425 -0.099 0.527 -0.4425
C 2.9595 -1.5388 -1.7986 0.058 -0.088 0.209 -0.1631
C 3.7678 -1.1710 -2.8618 0.098 0.082 0.099 -0.0658
C 3.3847 -1.4666 -4.1605 -0.018 0.026 -0.006 -0.0574
C 2.1961 -2.1388 -4.3915 0.022 0.044 -0.128 -0.0557
C 1.3766 -2.4988 -3.3341 -0.146 -0.097 0.080 -0.1287
C -1.0173 -3.9757 -1.2022 0.485 0.705 0.301 -0.3408
C -2.3393 -3.8958 -0.7926 0.024 0.142 0.061 -0.1328
C -3.2712 -4.7968 -1.2800 -0.113 -0.016 0.055 -0.0671
C -2.8845 -5.7771 -2.1752 0.003 0.014 -0.046 -0.0530
C -1.5616 -5.8600 -2.5810 0.068 -0.072 -0.054 -0.0482
C -0.6243 -4.9690 -2.0881 0.093 -0.021 -0.009 -0.1262
H 3.0094 -8.0360 0.7701 0.061 -0.072 0.031 0.1167
H 3.9423 -6.5837 -0.9997 0.082 -0.041 -0.035 0.1167
H 3.0463 -4.3256 -1.3447 0.039 -0.036 -0.050 0.0948
H 0.2743 -4.9445 1.8620 -0.050 -0.087 0.031 0.0900
H 1.2014 -7.1965 2.2169 -0.056 -0.063 0.090 0.1136
H 3.2753 -1.3101 -0.7836 0.002 -0.006 -0.127 0.0949
H 4.7003 -0.6599 -2.6707 0.071 0.037 -0.016 0.1142
H 4.0092 -1.1702 -4.9892 0.078 -0.025 -0.071 0.1156
H 1.9077 -2.3866 -5.3999 -0.076 -0.008 -0.152 0.1155
H 0.4396 -3.0047 -3.5244 -0.012 -0.015 -0.073 0.0945
H -2.6559 -3.1468 -0.0781 -0.020 0.036 -0.015 0.0669
H -4.2958 -4.7318 -0.9516 -0.163 -0.029 0.023 0.1115
H -3.6086 -6.4797 -2.5546 -0.094 -0.079 -0.043 0.1166
H -1.2549 -6.6284 -3.2749 0.016 -0.064 -0.045 0.1179
H 0.4155 -5.0624 -2.3740 0.008 -0.065 -0.059 0.1000
```
Positions in Å, forces in eV/Å.

Results
LUMO	-6.9710	eV
orbital gap	6.83	eV
net charge	+2
HOMO energy	-13.804	eV

---

Q: Among the records above, which one has the lowest orbital gap?
A: C27H33Br2O4SbTi